# 1
{"formula": "C12H10InN2O16S3", "method": "ωB97M-V/def2-TZVPD", "homo_lumo_gap_ev": 3.56, "total_charge": -3, "relative_energy_ev": 2.0233, "lumo_energy_ev": 4.96, "symbols": ["In", "S", "O", "O", "O", "O", "S", "O", "O", "O", "O", "S", "O", "O", "O", "O", "C", "C", "C", "C", "C", "C", "N", "O", "O", "H", "H", "H", "H", "H", "C", "C", "C", "C", "C", "C", "N", "O", "O", "H", "H", "H", "H", "H"], "coordinates": [[-17.64618, -7.56873, 8.66274], [-20.92148, -7.44546, 9.94643], [-21.44314, -6.36418, 9.03345], [-19.84806, -6.93436, 10.80492], [-22.10229, -8.00974, 10.61389], [-20.31688, -8.46620, 9.05318], [-20.78136, -7.66533, 5.99526], [-21.44663, -6.56111, 6.80378], [-19.41506, -7.76778, 6.54103], [-21.56676, -8.89027, 6.21464], [-20.76154, -7.28220, 4.58036], [-17.56083, -4.37903, 8.37664], [-18.46080, -5.31191, 7.60485], [-16.84876, -3.45669, 7.47980], [-18.39206, -3.65791, 9.37297], [-16.58521, -5.26464, 9.11828], [-12.68295, -12.37769, 5.37437], [-13.86707, -13.10720, 5.30757], [-14.93269, -12.73906, 6.10415], [-14.80072, -11.65271, 6.95206], [-13.68024, -10.85410, 6.90339], [-12.61131, -11.18004, 6.07809], [-15.91778, -11.34308, 7.85549], [-16.12385, -10.16615, 8.02224], [-16.49246, -12.27028, 8.39765], [-11.85646, -12.60712, 4.70784], [-13.85320, -13.97587, 4.66370], [-15.86764, -13.28135, 6.06156], [-13.69296, -9.84082, 7.29355], [-11.83514, -10.44607, 5.92188], [-10.59861, -6.28412, 11.09368], [-11.92167, -6.13176, 11.48843], [-12.96855, -6.23458, 10.58827], [-12.65452, -6.37084, 9.25449], [-11.35424, -6.55436, 8.82190], [-10.34243, -6.59730, 9.76803], [-13.74890, -6.42789, 8.27537], [-14.67041, -7.15011, 8.55724], [-13.60823, -5.75279, 7.27997], [-9.76845, -6.15798, 11.77486], [-12.12624, -5.91173, 12.52989], [-13.99145, -6.24422, 10.94210], [-11.21280, -6.73948, 7.76531], [-9.32712, -6.66819, 9.39090]]}

***

# 2
{"formula": "C11H13BeF6NO", "method": "ωB97M-V/def2-TZVPD", "homo_lumo_gap_ev": 4.83, "total_charge": -2, "lumo_energy_ev": 5.53, "symbols": ["C", "C", "C", "C", "C", "Be", "N", "C", "C", "H", "H", "H", "H", "H", "H", "H", "H", "H", "H", "C", "C", "O", "C", "F", "F", "F", "C", "F", "F", "F", "H", "H", "H"], "coordinates": [[-0.71838, 1.14771, -3.01948], [0.68298, 1.38195, -2.84372], [0.85942, 2.11678, -1.62679], [-0.43098, 2.34231, -1.06327], [-1.40580, 1.76298, -1.92836], [-0.77215, -0.93231, -0.16575], [-1.79310, -1.79748, -0.95526], [-0.77499, -2.63111, -1.57495], [0.46996, -1.86172, -1.15480], [1.79707, 2.47703, -1.21740], [1.46971, 1.09693, -3.53137], [-0.63399, 2.90454, -0.16089], [-2.48286, 1.82149, -1.79055], [-1.17584, 0.61950, -3.84802], [0.83064, -1.23667, -1.98133], [-0.74611, -3.68125, -1.18339], [-2.72002, -2.18859, -0.91962], [1.23520, -2.52464, -0.77533], [-0.88734, -2.72070, -2.67790], [1.79591, 0.42291, 1.60998], [0.32530, 0.14030, 1.91502], [-0.51818, 0.16807, 0.80299], [0.15257, -1.27459, 2.59845], [0.88128, -1.39465, 3.74715], [-1.15272, -1.57842, 2.86516], [0.60103, -2.24483, 1.71702], [-0.19805, 1.26590, 2.90846], [0.53625, 1.34576, 4.06018], [-0.10663, 2.49401, 2.29065], [-1.49679, 1.09094, 3.25511], [2.12541, -0.25155, 0.80955], [2.36761, 0.24581, 2.53274], [1.88359, 1.47361, 1.30573]]}

***

# 3
{"formula": "C3H5NO3", "method": "ωB97M-V/def2-TZVPD", "homo_lumo_gap_ev": 9.93, "total_charge": 0, "relative_energy_ev": 3.5376, "smiles": "CC(=O)NC(=O)O", "lumo_energy_ev": -0.33, "symbols": ["C", "C", "O", "N", "C", "O", "O", "H", "H", "H", "H", "H"], "coordinates": [[1.38824, 0.60753, 1.50517], [1.06694, 0.65286, 0.00992], [0.61622, 1.53791, -0.59348], [0.49797, -0.94508, -0.49276], [-0.79904, -0.75002, -0.15712], [-1.22591, -0.52633, 0.93461], [-1.69185, -0.84316, -1.26921], [1.17074, 1.59963, 1.89042], [0.85043, -0.23280, 1.91026], [2.47010, 0.46669, 1.52195], [1.24694, -0.84730, -1.14757], [-1.50729, 0.04735, -1.61288]]}

***

# 4
{"formula": "C4H12NSe", "method": "ωB97M-V/def2-TZVPD", "homo_lumo_gap_ev": 8.08, "total_charge": 1, "relative_energy_ev": 0.9415, "lumo_energy_ev": -4.57, "symbols": ["C", "C", "C", "C", "N", "Se", "H", "H", "H", "H", "H", "H", "H", "H", "H", "H", "H", "H"], "coordinates": [[2.24029, 0.36502, -0.05209], [0.38887, 1.83285, -0.84339], [-3.17495, -0.20507, -1.25253], [-0.02521, -0.51041, -0.07810], [0.81915, 0.66568, 0.07822], [-2.37819, 0.10492, 0.43466], [2.83933, 1.38044, -0.19777], [2.55505, -0.20781, 0.79212], [2.58670, -0.17864, -1.00538], [-0.59515, 2.12327, -0.50410], [1.01021, 2.77493, -0.89914], [0.12102, 1.25673, -1.77855], [-2.44423, -0.15458, -2.10316], [-3.87469, -1.05326, -1.45006], [-3.75529, 0.73439, -1.39480], [0.10320, -1.19764, 0.85460], [0.11522, -1.11627, -0.99652], [0.53510, 0.96439, 1.01658]]}

***

# 5
{"formula": "C7H11Br2NO2", "method": "ωB97M-V/def2-TZVPD", "homo_lumo_gap_ev": 10.31, "total_charge": 0, "relative_energy_ev": 0.0000, "smiles": "O=C=N[C@@]1(Br)CCCC[C@H]1Br.O", "lumo_energy_ev": 0.29, "symbols": ["O", "C", "N", "C", "Br", "C", "C", "C", "C", "C", "Br", "H", "H", "H", "H", "H", "H", "H", "H", "H", "O", "H", "H"], "coordinates": [[-3.65708, 3.52472, -1.03489], [-2.77959, 3.04781, -0.49662], [-1.92041, 2.46418, 0.13926], [-0.76134, 1.43215, 0.74168], [-0.78394, 1.82866, 2.63656], [-1.33578, 0.07688, 0.47861], [-0.45211, -1.18821, 0.74360], [0.97243, -0.88968, 0.15328], [1.45115, 0.47443, 0.53878], [0.59462, 1.64420, 0.15160], [0.55600, 2.11330, -1.75384], [-1.65193, -0.06288, -0.56245], [-2.35052, 0.06724, 1.00728], [-0.86021, -2.04682, 0.22036], [-0.29425, -1.37859, 1.86104], [1.59804, -1.68470, 0.50345], [0.73930, -0.88699, -0.88990], [1.70175, 0.44183, 1.66541], [2.43104, 0.50683, 0.11067], [1.09616, 2.60458, 0.66547], [-2.66500, -2.79596, -2.93495], [-2.72648, -2.17670, -2.27248], [-2.77966, -3.71941, -2.60781]]}

***

| no. | HOMO (eV) | E (hartree) |
| --- | --- | --- |
| 1 | 1.401 | -3160.92663 |
| 2 | 0.701 | -1170.90243 |
| 3 | -10.261 | -397.70669 |
| 4 | -12.652 | -2615.42948 |
| 5 | -10.023 | -5626.54292 |